21
Properties=species:S:1:pos:R:3:forces:R:3 method="wB97M-V/def2-TZVPD" e_lumo_ha=0.0442 max_force_ev_per_a=1.12 e_above_lowest_kcal_mol=36.7
C 1.653856 1.063167 0.136653 0.259 -0.399 0.776
C 1.963652 -0.429624 0.105996 -0.425 0.164 -0.345
H 3.067962 2.540319 0.459530 0.110 -0.067 0.099
H -3.394418 -1.395529 0.197807 -0.061 -0.083 -0.360
H 2.957509 -0.599646 -0.315075 0.023 0.045 -0.048
H 1.299685 -2.244830 -0.741325 -0.198 -0.059 -0.250
H -2.942262 1.641363 0.239159 0.571 -0.107 -0.272
H -0.449603 -1.456720 0.874937 -0.306 -0.328 0.492
H 1.988267 -0.810899 1.127943 -0.055 -0.035 0.131
C 0.931062 -1.213808 -0.736111 0.839 -0.051 0.113
H 3.336012 1.184809 1.351540 0.111 -0.066 -0.117
H -4.415657 0.739957 0.628549 0.058 -0.456 0.508
H -1.448083 -0.308372 -1.736841 -0.097 0.153 -0.026
H 1.554239 1.450410 -0.879410 0.288 0.124 -0.022
C -0.441695 -1.167927 -0.160073 0.292 0.555 0.177
H 0.687209 1.190233 0.608579 -0.433 0.002 -0.066
N 2.625387 1.789781 0.970711 -0.179 0.369 -0.411
H 1.002011 -0.808949 -1.747379 -0.329 -0.188 -0.143
C -1.525402 -0.635496 -0.703150 0.190 -0.192 -0.326
C -3.374768 0.655629 0.337270 -0.807 0.594 -0.493
C -2.844844 -0.492960 -0.054280 0.149 0.028 0.582